# C51H119N5O20S7

A cluster of 13 separate species, C51H119N5O20S7 in total (ωB97M-V with the def2-TZVPD basis set, the Open Molecules 2025 dataset).

Structure (XYZ):
```
202
Properties=species:S:1:pos:R:3:forces:R:3
S -11.532 16.440 22.440 -0.697 0.187 -0.119
S -7.207 10.866 20.023 1.360 -1.387 -0.062
S -18.890 9.341 25.862 1.454 1.395 1.907
S -15.592 12.615 28.344 3.149 0.255 -0.352
S -8.700 13.656 26.680 -1.424 -0.136 3.745
S -16.099 6.892 22.206 -0.149 -1.225 -0.704
S -11.552 10.276 19.582 -0.430 1.443 -0.218
O -10.180 16.989 22.333 -1.303 -0.429 -0.211
O -8.646 13.288 25.315 0.075 -0.377 -2.241
O -11.899 9.848 26.516 2.276 0.970 1.127
O -15.673 7.090 20.833 0.395 -0.024 0.304
O -10.965 9.589 20.724 0.090 0.531 -0.744
O -14.883 7.344 30.419 -1.727 -1.000 0.823
O -8.149 10.911 18.920 0.310 -0.302 0.245
O -11.651 11.740 19.555 0.236 -1.175 0.384
O -19.460 10.337 26.798 0.553 -1.207 -1.701
O -12.635 16.950 21.584 1.947 -1.003 1.465
O -13.369 5.339 28.022 0.148 0.541 0.628
O -18.763 9.622 24.424 -0.745 -0.532 1.455
O -17.775 10.166 21.563 0.075 -0.258 2.108
O -6.900 5.999 24.759 -0.853 -0.418 -1.478
O -9.056 15.016 27.065 0.381 -0.888 -0.395
O -15.966 11.191 28.511 0.211 1.929 0.430
O -15.518 7.679 23.260 0.225 -0.159 0.145
O -9.294 5.927 20.018 -0.476 1.767 0.044
O -5.783 10.879 19.778 0.011 0.215 -0.476
O -14.623 13.304 29.280 -2.755 -1.705 -1.668
N -15.829 10.422 23.748 -1.731 0.639 0.235
N -12.884 5.495 20.564 0.127 -0.750 -0.027
N -13.912 9.035 28.280 -0.953 -2.072 -1.549
N -6.620 8.529 26.223 -0.780 0.139 0.211
N -15.392 3.953 29.692 0.437 0.651 -0.153
C -7.976 10.007 22.400 -1.278 -0.763 0.772
C -7.460 9.406 21.173 0.406 -0.527 -2.339
C -12.239 9.835 29.641 0.958 -0.675 1.485
C -13.151 8.634 29.438 -0.517 2.644 0.548
C -17.046 13.626 27.943 0.369 -0.672 0.246
C -17.170 8.817 26.459 -1.222 0.142 -0.795
C -7.474 11.415 22.525 0.274 1.369 0.546
C -13.037 8.844 24.905 -1.917 1.169 -1.664
C -15.974 5.091 22.667 -0.560 1.746 -0.452
C -15.684 13.888 25.946 -0.358 0.032 -0.313
C -16.469 10.684 21.335 -0.782 0.158 -1.187
C -12.034 14.118 23.706 -1.573 0.642 0.776
C -15.906 7.082 31.439 0.126 0.398 -0.669
C -17.244 7.342 26.135 0.208 -0.409 0.908
C -8.987 8.272 26.980 0.351 0.628 -1.281
C -7.154 13.119 27.470 -0.849 1.793 0.190
C -7.753 7.606 26.382 0.475 -0.495 0.995
C -10.467 5.217 20.316 0.254 -1.023 -0.748
C -17.377 4.592 22.348 1.277 -1.230 -0.420
C -12.331 10.133 25.210 2.618 -1.119 0.362
C -8.040 6.787 25.150 -0.246 -1.691 0.654
C -14.830 12.808 26.644 -1.170 0.223 -0.074
C -18.601 9.939 20.481 0.296 1.604 -1.697
C -11.062 10.304 24.310 -0.750 0.780 -0.193
C -9.857 12.384 27.571 2.350 -0.152 -0.388
C -15.857 11.298 22.580 2.477 -0.498 0.274
C -11.595 6.146 20.606 -0.206 1.527 1.182
C -17.872 7.015 22.224 -0.768 -0.268 0.229
C -12.003 16.511 24.231 0.151 -0.542 -0.243
C -12.666 5.865 26.910 -0.162 -0.357 -0.137
C -18.376 5.648 22.744 -0.611 0.205 0.035
C -11.653 15.114 24.804 0.337 0.746 -0.769
C -18.555 6.863 26.869 0.834 0.423 -1.278
C -11.405 14.582 22.418 1.349 -0.035 0.104
C -16.536 14.672 26.927 0.092 -0.009 2.008
C -13.733 3.979 27.866 0.438 0.071 -0.158
C -11.440 6.830 21.982 1.370 -0.274 -0.116
C -19.650 7.717 26.219 0.016 0.041 -0.767
C -14.140 3.349 29.214 -0.713 0.043 -0.381
C -13.198 8.850 18.007 1.010 0.850 0.017
C -10.849 9.760 17.960 -0.785 -0.097 0.834
C -7.287 5.095 23.662 0.551 0.493 0.912
C -12.133 9.609 17.116 -0.406 -0.836 0.149
C -14.409 1.855 29.063 1.048 -0.078 -0.168
C -8.189 5.176 19.648 0.296 -1.460 1.210
C -7.640 12.136 21.175 -0.991 -1.718 -0.177
C -8.865 11.661 28.608 0.147 1.723 0.080
C -13.238 9.601 19.372 0.459 -1.052 -0.724
C -14.166 8.541 30.570 1.211 -0.404 0.798
C -7.417 11.765 27.995 -0.783 -2.104 -1.163
C -14.382 11.547 22.294 0.420 -0.254 -0.573
H -14.597 1.283 29.972 -0.469 0.647 0.258
H -13.302 6.042 26.043 -0.366 -0.659 -0.325
H -15.118 4.733 22.095 -0.104 -0.319 0.203
H -8.765 6.031 25.450 -0.625 0.033 0.068
H -8.042 8.626 20.681 -0.738 0.430 -0.052
H -18.471 7.062 27.937 -0.017 -0.204 -0.027
H -18.728 5.809 26.651 -0.144 -0.007 0.346
H -19.864 7.325 25.225 -0.167 -0.119 -0.023
H -16.416 6.128 31.303 0.812 -0.393 -0.444
H -11.435 9.912 28.909 -0.085 -0.298 -0.034
H -6.422 11.413 22.810 0.031 0.207 0.177
H -11.907 13.102 24.079 0.530 -0.148 -0.662
H -8.030 4.335 23.903 -0.455 0.269 0.745
H -15.024 14.516 25.348 -0.266 0.115 -0.106
H -8.689 12.087 20.882 -0.482 1.024 0.537
H -14.951 11.888 26.073 0.105 -0.267 0.324
H -16.461 13.451 25.319 0.524 -0.476 -0.512
H -17.231 7.125 25.067 -0.384 0.193 -0.042
H -19.304 5.382 22.239 -0.216 0.287 0.262
H -13.956 10.579 22.032 0.255 -0.024 -0.464
H -7.163 13.081 20.914 0.044 -0.233 0.349
H -10.507 9.384 24.131 -0.330 -0.237 0.145
H -7.420 11.107 27.126 -0.053 -0.362 -0.133
H -13.078 16.679 24.295 0.038 0.178 -0.164
H -15.941 4.025 28.847 -0.767 -0.324 -0.172
H -11.879 5.139 26.706 0.332 0.307 -0.551
H -5.766 8.048 25.977 -0.013 -0.338 0.006
H -16.400 9.395 25.948 -0.201 0.035 -0.117
H -15.862 5.054 23.751 0.520 0.124 -0.066
H -12.582 7.705 29.393 -0.193 -0.044 -0.617
H -10.324 8.839 18.215 -0.269 -0.388 -0.350
H -12.931 3.392 27.417 0.563 0.003 0.062
H -14.012 10.366 19.422 0.398 0.149 0.015
H -9.236 9.129 26.354 -0.391 0.270 0.258
H -13.337 8.878 20.181 -0.233 0.214 0.119
H -6.543 8.849 21.366 0.648 0.819 -0.345
H -12.658 9.629 27.062 -0.757 -0.308 0.439
H -6.415 13.256 26.681 0.214 -0.264 0.300
H -15.516 9.492 23.508 0.497 0.137 -0.317
H -8.517 7.335 24.337 0.379 0.388 -0.386
H -12.555 10.558 16.784 0.237 0.284 0.350
H -16.403 11.436 20.549 -0.838 0.723 -0.154
H -16.820 10.252 23.842 -0.516 -0.284 0.861
H -14.502 3.981 27.094 -0.746 -0.496 0.097
H -15.245 1.757 28.370 0.040 -0.372 -0.027
H -14.180 8.767 17.539 0.080 0.195 0.007
H -11.826 9.627 30.628 0.650 0.667 0.178
H -12.731 10.807 29.661 -0.422 -0.167 0.046
H -10.582 15.076 25.002 -0.085 -0.060 0.181
H -7.652 9.318 23.180 -0.109 0.498 0.628
H -10.763 12.893 27.901 0.348 -0.026 0.412
H -12.217 14.920 25.717 0.131 0.060 0.089
H -9.066 10.006 22.395 -0.081 0.041 -0.013
H -16.224 12.288 22.849 -0.921 -0.259 -0.055
H -15.518 7.100 32.457 0.307 0.155 -0.071
H -19.576 9.471 20.620 0.434 -0.537 0.986
H -10.324 11.049 24.607 -0.079 0.091 0.800
H -14.565 8.265 28.244 -0.452 -0.626 -1.154
H -15.949 15.384 27.507 0.084 0.218 -0.100
H -14.231 12.281 21.501 0.245 -0.084 -0.129
H -12.974 5.072 19.652 -0.466 -0.106 -0.172
H -13.802 8.793 25.680 -0.090 -0.703 -0.072
H -13.781 13.103 26.655 -0.097 -0.132 0.633
H -18.051 9.458 19.673 -0.061 -0.408 -0.213
H -6.864 9.076 25.410 0.199 0.496 -0.200
H -13.112 14.257 23.617 -0.418 -0.320 -0.187
H -12.279 6.875 27.038 0.198 -0.136 0.957
H -10.102 11.709 26.752 -0.114 -0.112 0.157
H -6.550 11.393 28.541 -0.437 0.058 0.687
H -12.892 11.061 25.315 -0.576 -0.099 -0.963
H -7.537 5.592 18.881 -0.490 0.355 -0.059
H -17.487 13.934 28.891 0.080 0.379 -0.165
H -17.480 4.305 21.301 0.059 0.281 -0.163
H -18.884 10.927 20.117 -0.127 0.252 -0.576
H -10.338 14.397 22.544 0.291 0.312 -0.183
H -14.795 9.431 30.544 -0.238 0.078 0.164
H -13.795 11.824 23.169 -0.458 0.359 0.168
H -9.154 10.677 28.975 -0.033 -0.238 -0.927
H -15.924 9.903 20.805 0.771 -0.600 0.818
H -13.362 3.604 29.934 0.130 -0.279 0.029
H -13.586 8.517 31.492 -0.206 0.043 0.574
H -11.357 10.719 23.347 -0.282 -0.398 -0.377
H -8.738 8.591 27.992 -0.261 0.036 -0.083
H -17.389 15.207 26.509 0.179 -0.118 -0.289
H -18.310 7.163 21.237 0.694 -0.037 -0.264
H -17.079 8.915 27.541 -0.267 0.440 -0.048
H -16.763 7.752 31.368 0.295 0.761 -0.055
H -17.696 12.871 27.499 -0.222 0.073 -0.187
H -13.515 1.352 28.696 -0.025 -0.009 -0.615
H -7.578 6.931 27.220 1.057 -0.564 -0.370
H -10.695 4.661 19.406 -0.404 -0.407 -0.202
H -16.325 6.886 26.503 -0.103 -0.342 0.306
H -10.359 4.476 21.108 0.316 -0.049 0.371
H -11.438 17.323 24.690 -0.103 -0.008 -0.165
H -12.834 7.838 18.182 -0.003 -0.079 -0.028
H -12.224 7.501 22.332 -0.118 -0.011 -0.448
H -11.944 9.072 16.187 0.127 -0.229 0.106
H -8.091 11.916 23.271 0.438 0.237 0.193
H -13.595 6.205 20.671 -0.299 0.000 -0.166
H -11.655 14.093 21.476 -0.623 0.334 0.077
H -8.507 4.163 19.399 0.049 -0.136 -0.628
H -17.462 3.651 22.891 -0.539 0.030 0.126
H -7.612 5.021 20.560 0.620 0.019 0.014
H -15.140 4.926 29.790 -0.056 0.616 0.580
H -8.860 12.199 29.556 -0.095 0.571 -0.012
H -20.588 7.847 26.760 0.248 0.163 0.085
H -7.003 13.785 28.320 0.202 0.424 -0.267
H -10.074 10.449 17.624 -0.432 0.304 0.177
H -12.387 7.970 24.854 0.118 0.297 0.232
H -6.431 4.475 23.393 0.317 0.609 -0.151
H -10.486 7.358 21.978 -0.142 0.562 -0.186
H -9.829 7.581 26.950 -0.047 0.085 0.238
H -14.578 9.749 28.538 0.328 0.824 0.248
H -18.551 5.593 23.818 0.044 0.316 0.080
H -11.242 6.105 22.772 -0.524 -0.542 -0.004
H -13.579 8.961 23.967 0.043 -0.466 -0.197
H -7.696 5.662 22.826 0.271 0.120 -0.176
H -11.522 6.885 19.808 0.064 0.556 0.010
H -18.095 7.943 22.752 -0.211 -0.228 0.530
```
Forces are in eV/Å.

The HOMO energy comes out at -9.41 eV. For the electronic energy, the calculation gives -6580.18616 a.u. As for the maximum force: 4.0 eV Å⁻¹. For the gap between HOMO and LUMO, the calculation gives 0.3425 Ha.